Entry P
Computed, not measured: 2 unconnected molecules or ions with the total composition C3H9NO3, with the ωB97M-V functional and the def2-TZVPD basis.

M: 107.109 g/mol
SMILES: C[C@@H](N)C(=O)O.O
gap between HOMO and LUMO: 0.376 hartree
HOMO energy: -9.70 eV

Last columns: bonded neighbours and bond lengths (Å).
Positions of all 16 atoms, in Å:
1 C -1.93285 -0.02760 0.54565  C2 1.546, H7 1.089, H8 1.091, H9 1.098
2 C -0.61461 0.24378 -0.21444  C1 1.546, N3 1.452, C4 1.502, H10 1.094
3 N -0.24764 -0.67010 -1.28102  C2 1.452, H11 1.013, H12 1.015
4 C -0.56283 1.67872 -0.65454  C2 1.502, O5 1.208, O6 1.341
5 O -1.26808 2.07170 -1.55369  C4 1.208
6 O 0.24960 2.49617 0.03026  C4 1.341, H13 0.960
7 H -2.76393 -0.36983 -0.06863  C1 1.089
8 H -1.84372 -0.73319 1.37356  C1 1.091
9 H -2.25266 0.90204 1.03456  C1 1.098
10 H 0.16491 0.02149 0.51971  C2 1.094
11 H -0.67839 -1.58242 -1.19434  N3 1.013
12 H -0.56527 -0.33629 -2.18544  N3 1.015
13 H -0.23997 3.31118 0.16390  O6 0.960
14 O 4.49580 -2.39316 1.39593  H15 0.977, H16 0.959
15 H 4.37153 -2.68636 0.47218  O14 0.977
16 H 3.68810 -1.92611 1.61636  O14 0.959

Results of the natural (NBO) charge analysis, in e, for atoms 1 through 6: -0.616, -0.160, -0.825, 0.787, -0.581, -0.680



Entry Q
Computed, not measured: 2 unconnected molecules or ions with the total composition C3H9NO3, with the ωB97M-V functional and the def2-TZVPD basis.

M: 107.109 g/mol
SMILES: O=CCNCO.O
gap between HOMO and LUMO: 0.407 hartree
HOMO energy: -10.38 eV

Last columns: bonded neighbours and bond lengths (Å).
Positions of all 16 atoms, in Å:
1 O 2.13566 0.23950 0.61064  C2 1.199
2 C 1.12781 0.87096 0.45734  O1 1.199, C3 1.522, H7 1.095
3 C -0.21981 0.41505 0.99712  C2 1.522, N4 1.511, H8 1.086, H9 1.084
4 N -0.60498 0.02787 -0.41183  C3 1.511, C5 1.541, H10 1.014
5 C -2.09366 0.25484 -0.73713  N4 1.541, O6 1.398, H11 1.090, H12 1.091
6 O -2.08029 1.04225 -1.89202  C5 1.398, H13 0.966
7 H 1.04847 1.76464 -0.16983  C2 1.095
8 H -0.92742 1.15212 1.36453  C3 1.086
9 H -0.16430 -0.44160 1.65902  C3 1.084
10 H -0.33955 -0.93474 -0.58595  N4 1.014
11 H -2.71264 -0.64140 -0.78754  C5 1.090
12 H -2.35399 0.82870 0.15386  C5 1.091
13 H -1.12415 1.11191 -2.01354  O6 0.966
14 O 2.91361 -2.30369 0.54037  H15 0.973, H16 0.965
15 H 2.47353 -1.62073 1.07608  O14 0.973
16 H 2.92172 -1.76569 -0.26112  O14 0.965

Results of the natural (NBO) charge analysis, in e, for atoms 1 through 6: -0.578, 0.458, -0.331, -0.663, 0.107, -0.714



In order of decreasing stability: entry P, entry Q.



Entry P
Computed, not measured: a single C4H10N2S molecule, with the ωB97M-V functional and the def2-TZVPD basis.

M: 118.205 g/mol
SMILES: C=NNCCCS
gap between HOMO and LUMO: 0.353 hartree
HOMO energy: -8.68 eV

Last columns: bonded neighbours and bond lengths (Å).
Positions of all 17 atoms, in Å:
1 C -1.51099 -1.38892 0.67360  N2 1.374, H8 1.083, H9 1.166
2 N -1.33152 -1.26611 -0.68263  C1 1.374, N3 1.416
3 N -0.97382 -0.00668 -1.22153  N2 1.416, C4 1.472, H10 1.087
4 C -0.64643 1.12396 -0.33743  N3 1.472, C5 1.510, H11 1.013, H12 1.088
5 C 0.82061 1.32571 -0.04111  C4 1.510, C6 1.509, H13 1.087, H14 1.088
6 C 1.29016 0.07765 0.66581  C5 1.509, S7 1.876, H15 1.154, H16 1.174
7 S 2.23893 -1.04803 -0.49635  C6 1.876, H17 1.305
8 H -1.65399 -0.58566 1.38512  C1 1.083
9 H -1.93560 -2.42985 0.98392  C1 1.166
10 H -0.24788 -0.24439 -1.99481  N3 1.087
11 H -1.24846 1.03223 0.47189  C4 1.013
12 H -1.08752 1.91473 -0.93978  C4 1.088
13 H 1.07686 2.20161 0.54972  C5 1.087
14 H 1.50476 1.31678 -0.88653  C5 1.088
15 H 0.46704 -0.56897 1.15257  C6 1.154
16 H 2.02196 0.33301 1.54721  C6 1.174
17 H 1.21588 -1.78706 -0.82967  S7 1.305

Results of the natural (NBO) charge analysis, in e, for atoms 1 through 6: -0.263, -0.209, -0.448, -0.242, -0.465, -0.510



Entry Q
Computed, not measured: a single C4H10N2S molecule, with the ωB97M-V functional and the def2-TZVPD basis.

M: 118.205 g/mol
SMILES: CC/C(CN)=N/S
gap between HOMO and LUMO: 0.341 hartree
HOMO energy: -8.38 eV

Last columns: bonded neighbours and bond lengths (Å).
Positions of all 17 atoms, in Å:
1 C 1.44867 1.81101 0.32119  C2 1.525, H8 1.126, H9 1.112, H10 1.111
2 C 1.47380 0.29017 0.21232  C1 1.525, C3 1.558, H11 1.125, H12 1.129
3 C -0.00546 -0.18325 0.33077  C2 1.558, C4 1.518, N6 1.288
4 C -0.84313 -0.26168 -0.93274  C3 1.518, N5 1.473, H13 1.078, H14 1.141
5 N -1.30288 -1.64153 -1.16488  C4 1.473, H15 1.009, H16 1.027
6 N -0.39910 -0.53196 1.50670  C3 1.288, S7 1.765
7 S -2.09290 -1.01707 1.60515  N6 1.765, H17 1.369
8 H 0.80585 2.27510 -0.47832  C1 1.126
9 H 1.10287 2.08734 1.34141  C1 1.112
10 H 2.45402 2.24140 0.12351  C1 1.111
11 H 2.10010 -0.27362 0.95704  C2 1.125
12 H 1.76111 -0.08792 -0.81163  C2 1.129
13 H -0.29885 0.10045 -1.78941  C4 1.078
14 H -1.68938 0.49856 -0.84877  C4 1.141
15 H -1.94719 -1.64094 -1.94200  N5 1.009
16 H -0.53250 -2.29332 -1.35628  N5 1.027
17 H -2.03504 -1.37274 2.92595  S7 1.369

Results of the natural (NBO) charge analysis, in e, for atoms 1 through 6: -0.612, -0.437, 0.264, -0.310, -0.829, -0.527



Entry R
Computed, not measured: a single C4H10N2S molecule, with the ωB97M-V functional and the def2-TZVPD basis.

M: 118.205 g/mol
SMILES: CC/N=C(\C)NS
gap between HOMO and LUMO: 0.326 hartree
HOMO energy: -8.34 eV

Last columns: bonded neighbours and bond lengths (Å).
Positions of all 17 atoms, in Å:
1 C 2.07608 -1.18239 -0.68732  C2 1.613, H8 1.156, H9 1.181, H10 1.102
2 C 1.27789 -0.73079 0.63967  C1 1.613, N3 1.442, H11 1.238, H12 1.174
3 N -0.15230 -0.58233 0.52731  C2 1.442, C4 1.230
4 C -0.82799 0.33150 0.05589  N3 1.230, C5 1.597, N6 1.363
5 C -0.24263 1.80151 -0.16235  C4 1.597, H13 1.061, H14 1.229, H15 1.185
6 N -2.17798 0.28178 -0.12659  C4 1.363, S7 1.640, H16 1.238
7 S -3.06985 -1.09405 -0.17357  N6 1.640, H17 1.584
8 H 1.55857 -0.76969 -1.63483  C1 1.156
9 H 1.81154 -2.28548 -1.01544  C1 1.181
10 H 3.16728 -1.13479 -0.54361  C1 1.102
11 H 1.47808 0.29834 1.29871  C2 1.238
12 H 1.44615 -1.53920 1.47434  C2 1.174
13 H 0.24808 2.05253 0.74441  C5 1.061
14 H 0.60830 1.74985 -1.04766  C5 1.229
15 H -1.16833 2.52252 -0.32994  C5 1.185
16 H -2.81098 1.30448 -0.42073  N6 1.238
17 H -3.22193 -1.02379 1.40170  S7 1.584

Results of the natural (NBO) charge analysis, in e, for atoms 1 through 6: -0.649, -0.231, -0.523, 0.450, -0.693, -0.800



Entry S
Computed, not measured: a single C4H10N2S molecule, with the ωB97M-V functional and the def2-TZVPD basis.

M: 118.205 g/mol
SMILES: [H]/N=C/NSC(C)C
gap between HOMO and LUMO: 0.342 hartree
HOMO energy: -8.73 eV

Last columns: bonded neighbours and bond lengths (Å).
Positions of all 17 atoms, in Å:
1 H -3.62475 -0.18925 -0.10368  N2 1.108
2 N -2.78243 0.47556 -0.38103  H1 1.108, C3 1.319
3 C -2.18193 0.37547 0.78928  N2 1.319, N4 1.351, H9 1.208
4 N -0.89654 0.78193 0.87549  C3 1.351, S5 1.733, H10 1.209
5 S -0.10227 1.67686 -0.37848  N4 1.733, C6 1.938
6 C 1.19629 0.28829 -0.75269  S5 1.938, C7 1.576, C8 1.551, H11 1.176
7 C 1.54237 -0.16854 0.71533  C6 1.576, H12 1.179, H13 1.003, H14 1.174
8 C 0.72441 -1.02589 -1.42864  C6 1.551, H15 1.255, H16 1.138, H17 1.063
9 H -2.65957 0.04738 1.84889  C3 1.208
10 H -0.65698 1.60276 1.72955  N4 1.209
11 H 2.12408 0.80312 -1.25937  C6 1.176
12 H 2.43361 0.56667 0.95154  C7 1.179
13 H 0.79158 -0.42192 1.33063  C7 1.003
14 H 2.09362 -1.20232 0.63833  C7 1.174
15 H 1.84481 -1.31838 -1.91170  C8 1.255
16 H 0.21219 -1.65249 -0.62807  C8 1.138
17 H -0.05850 -0.63924 -2.03537  C8 1.063

Results of the natural (NBO) charge analysis, in e, for atoms 1 through 6: 0.329, -0.658, 0.237, -0.801, 0.341, -0.288



In order of decreasing stability: entry Q, entry P, entry R, entry S.